# 1
{"formula": "C40H43AsN3O2PPdSi", "method": "ωB97M-V/def2-TZVPD", "species": ["Pd", "As", "P", "Si", "O", "O", "N", "N", "N", "C", "C", "C", "C", "C", "C", "C", "C", "C", "C", "C", "C", "C", "C", "C", "C", "C", "C", "C", "C", "C", "C", "C", "C", "C", "C", "C", "C", "C", "C", "C", "C", "C", "C", "C", "C", "C", "C", "C", "C", "H", "H", "H", "H", "H", "H", "H", "H", "H", "H", "H", "H", "H", "H", "H", "H", "H", "H", "H", "H", "H", "H", "H", "H", "H", "H", "H", "H", "H", "H", "H", "H", "H", "H", "H", "H", "H", "H", "H", "H", "H", "H", "H"], "coordinates": [[1.14, 0.82, 2.05], [-2.11, 0.23, -4.63], [0.10, 0.74, -0.42], [5.80, 1.25, 0.18], [-1.07, -2.79, 3.94], [0.61, -1.66, 2.91], [2.24, 1.19, 4.69], [-0.83, 0.72, 3.21], [1.12, 3.09, 4.18], [-0.39, 2.51, 7.54], [2.83, -2.36, -0.59], [3.38, -2.24, -1.87], [-1.01, -0.42, 4.14], [6.85, -0.19, 0.78], [1.84, -1.49, -0.16], [6.67, 2.83, 0.74], [0.72, 2.63, 5.41], [1.94, -0.36, -2.27], [-4.58, 1.74, -4.61], [-3.70, -0.12, 0.82], [-4.33, 0.35, -2.67], [-3.83, -2.19, -5.00], [-0.73, 1.03, -2.15], [1.35, -0.49, -1.02], [1.41, 1.43, 5.75], [-1.35, -0.28, 0.15], [-6.30, 1.72, -2.93], [4.14, 1.15, 0.80], [-2.51, 0.47, 0.41], [-2.63, -2.26, 0.75], [-0.18, 3.16, 6.33], [-5.81, 2.19, -4.14], [-0.44, -1.76, 3.60], [0.29, 1.33, 7.85], [-2.99, -4.30, -5.81], [-1.44, -1.66, 0.32], [-1.51, -2.43, -5.53], [2.94, -1.22, -2.70], [-3.76, -1.49, 1.00], [1.20, 0.77, 6.95], [-2.55, -1.63, -5.07], [5.87, 1.23, -1.70], [1.98, 2.16, 3.70], [-5.56, 0.80, -2.19], [-3.83, 0.81, -3.89], [-4.04, -3.52, -5.36], [-1.20, -0.18, -2.94], [2.98, 1.01, 1.21], [-1.72, -3.75, -5.89], [-0.49, -0.21, 5.06], [-0.05, 1.64, -2.74], [4.16, -2.92, -2.20], [-0.59, -2.29, 0.13], [-3.76, -0.36, -2.08], [-2.06, -0.58, 4.38], [-4.19, 2.11, -5.55], [7.84, -0.20, 0.30], [-5.92, 0.44, -1.24], [6.62, 2.91, 1.83], [-4.56, 0.50, 1.03], [-0.37, -0.83, -3.22], [-0.51, -2.01, -5.59], [7.00, -0.14, 1.86], [-4.66, -1.60, -4.64], [6.35, -1.13, 0.55], [-6.38, 2.91, -4.71], [1.63, 0.45, -2.93], [-0.89, -4.36, -6.23], [-1.09, 2.92, 8.26], [3.21, -3.12, 0.09], [6.17, 3.71, 0.32], [2.79, 2.47, 3.07], [5.28, 2.06, -2.11], [1.70, -0.17, 7.18], [-3.16, -5.33, -6.10], [-4.67, -1.96, 1.36], [7.72, 2.85, 0.44], [-7.25, 2.07, -2.55], [6.89, 1.30, -2.08], [-0.72, 4.08, 6.08], [-1.59, 1.67, -1.91], [3.38, -1.09, -3.68], [-2.47, 1.55, 0.28], [-1.88, -0.80, -2.35], [5.42, 0.29, -2.07], [-2.65, -3.33, 0.91], [-1.51, 0.64, 2.48], [2.69, 0.32, 4.47], [0.10, 0.83, 8.80], [1.48, -1.56, 0.86], [-5.04, -3.94, -5.29], [-0.99, 1.61, 3.68]], "lowdin_charge": [0.4125, 1.2778, 1.0186, 0.3384, -0.0899, -0.1169, 0.0982, -0.0105, 0.0607, -0.1495, -0.0812, -0.1195, -0.1588, -0.2080, -0.1261, -0.2134, -0.3080, -0.1275, -0.1408, -0.1236, -0.1050, -0.1031, -0.4215, -0.3838, -0.2492, -0.3912, -0.1036, -0.2556, -0.1675, -0.0728, -0.0584, -0.1081, -0.7188, -0.1486, -0.1133, -0.0726, -0.1361, -0.1217, -0.1017, -0.0603, -0.4043, -0.2015, -0.3169, -0.0801, -0.4212, -0.1011, -0.4522, -0.2478, -0.1004, 0.0883, 0.0489, 0.0866, 0.0985, 0.0906, 0.0964, 0.0801, 0.0137, 0.0956, 0.0202, 0.0932, 0.0478, 0.0933, 0.0200, 0.0896, 0.0188, 0.0919, 0.0885, 0.0963, 0.0754, 0.1016, 0.0198, 0.0614, 0.0236, 0.1002, 0.0921, 0.0925, 0.0132, 0.0937, 0.0148, 0.0898, 0.0456, 0.0894, 0.1027, 0.0474, 0.0066, 0.1042, 0.0271, 0.1336, 0.0768, 0.0586, 0.0948, 0.0627], "spin_multiplicity": 1, "total_energy_ha": -4859.30674, "de_lowest_ev": 1.619, "charge": -2, "gap_ha": 0.1376, "e_homo_ev": 0.083}

---

# 2
{"formula": "C50H51B2BrF2N2O18PS", "method": "ωB97M-V/def2-TZVPD", "species": ["Br", "S", "P", "F", "F", "O", "O", "O", "O", "O", "O", "O", "O", "O", "O", "O", "O", "O", "O", "O", "O", "O", "O", "N", "N", "C", "C", "C", "C", "C", "C", "C", "C", "C", "C", "C", "C", "C", "C", "C", "C", "C", "C", "C", "C", "C", "C", "C", "C", "C", "C", "C", "C", "C", "C", "C", "C", "C", "C", "C", "C", "C", "C", "C", "C", "C", "C", "C", "C", "C", "C", "C", "C", "C", "C", "B", "B", "H", "H", "H", "H", "H", "H", "H", "H", "H", "H", "H", "H", "H", "H", "H", "H", "H", "H", "H", "H", "H", "H", "H", "H", "H", "H", "H", "H", "H", "H", "H", "H", "H", "H", "H", "H", "H", "H", "H", "H", "H", "H", "H", "H", "H", "H", "H", "H", "H", "H", "H"], "coordinates": [[0.75, -2.70, -1.45], [3.09, -0.27, -2.72], [1.94, -1.17, -0.17], [3.50, -1.24, 2.70], [2.52, 2.92, -3.09], [0.90, -0.91, 1.21], [-2.97, 0.43, -2.98], [-1.32, 5.89, -0.61], [4.60, 1.95, 7.24], [-0.63, -8.67, -8.18], [-0.20, -0.09, -3.41], [5.63, 4.06, -1.28], [-7.23, 1.38, -2.89], [-1.13, -9.40, -2.94], [-0.92, 5.45, 1.72], [-6.33, -3.68, -2.65], [0.55, -7.07, 1.11], [4.15, 4.52, 0.78], [1.22, 3.29, 3.35], [3.41, 6.10, 7.30], [3.08, -7.97, -3.47], [-8.89, 5.34, -6.03], [2.21, 1.16, 11.92], [3.47, 1.16, -0.54], [-0.43, 2.44, -3.70], [4.11, 0.46, 9.00], [-2.18, -9.31, -5.04], [2.94, 4.75, 4.04], [-6.04, -1.34, -2.66], [4.69, 0.93, 1.82], [-5.56, -2.74, -2.73], [2.76, 1.34, 10.84], [0.29, -8.94, -4.75], [1.13, -7.27, 0.06], [3.49, 5.45, 5.04], [2.69, 2.65, 10.16], [4.65, 0.59, 0.21], [-0.18, 1.68, -0.34], [-6.66, 3.18, -4.31], [1.73, 3.94, 4.26], [1.53, -8.64, -0.34], [-3.75, -0.52, -2.91], [-1.42, 0.57, -0.45], [1.46, -6.17, -0.86], [2.10, -6.40, -2.02], [2.50, -7.76, -2.42], [3.29, 2.85, 8.98], [2.17, -8.86, -1.49], [1.27, 4.31, -1.55], [-8.51, 4.43, -5.31], [-1.02, -9.23, -4.14], [-3.26, -1.91, -2.97], [-2.15, 1.78, 1.93], [-9.05, 2.55, -3.83], [-4.10, -2.94, -2.89], [3.51, 0.24, 2.71], [-9.47, 3.55, -4.62], [-5.20, -0.31, -2.75], [-7.07, 4.17, -5.10], [1.96, 2.83, -1.69], [1.00, 1.48, -1.46], [-2.12, 0.39, 1.05], [-2.06, -9.13, -6.36], [-7.62, 2.29, -3.61], [4.05, 1.77, 8.31], [0.42, -8.76, -6.07], [-0.46, 5.43, 0.30], [1.14, 3.94, 5.61], [1.69, 4.65, 6.61], [3.37, 2.53, -0.84], [1.05, 4.84, -0.01], [2.25, 0.45, -1.16], [3.51, 0.26, 10.18], [-0.74, -8.84, -6.97], [2.91, 5.45, 6.39], [0.13, 1.27, -2.88], [4.46, 3.74, -0.45], [5.68, 1.00, -0.24], [4.69, 2.08, 2.07], [3.55, -0.69, 10.69], [2.21, -1.09, -3.43], [-6.38, 4.83, -5.61], [2.47, -9.86, -1.80], [1.27, 4.66, 7.61], [-7.11, -1.21, -2.55], [1.16, -5.17, -0.56], [5.01, 4.88, 1.18], [-1.06, -0.50, -0.76], [-5.61, 2.98, -4.14], [5.48, 3.59, -2.18], [-5.54, 0.72, -2.70], [-2.90, -9.18, -7.04], [1.27, 3.94, 0.72], [-1.03, 2.09, -4.50], [-9.75, 1.90, -3.31], [3.26, 3.80, 8.47], [-3.76, -3.97, -2.93], [4.75, -0.59, 0.13], [0.25, 3.35, 5.76], [1.80, 5.73, 0.24], [1.38, -8.54, -6.53], [4.67, -0.32, 8.50], [-2.23, 2.76, 1.26], [3.36, 4.73, 3.04], [-2.19, -2.04, -3.09], [-10.52, 3.75, -4.79], [-0.73, 2.74, -0.41], [3.73, 0.55, 3.84], [1.28, -9.43, 0.35], [-1.13, 2.89, -3.04], [-0.52, 4.63, 2.19], [0.36, 1.63, 0.72], [2.01, 5.09, -2.07], [2.14, 3.43, 10.66], [-2.92, 1.78, 2.82], [-1.07, 1.86, 2.44], [4.39, 6.05, 4.90], [1.14, -8.89, -4.08], [-3.14, -9.52, -4.58], [0.99, -1.68, 1.84], [-2.30, 0.99, -1.13], [2.50, 0.75, 2.42], [-1.64, -0.51, 1.64], [2.35, -5.60, -2.71], [0.24, 4.43, -2.10], [5.73, 0.50, 2.23], [-3.26, 0.10, 0.85], [-0.95, -0.04, -4.07]], "lowdin_charge": [0.3770, 0.7678, 0.6816, -0.1290, -0.0644, -0.4001, 0.0332, -0.0046, 0.0801, 0.1037, -0.0383, 0.0950, 0.0562, 0.0946, -0.0087, 0.1159, 0.1052, 0.0436, 0.0498, 0.1199, 0.0823, 0.1165, 0.1149, -0.0607, 0.1329, 0.0208, 0.0215, 0.0284, 0.0392, -0.1294, -0.3729, -0.3770, 0.0282, -0.3745, 0.0448, 0.0361, -0.1441, -0.1188, 0.0283, -0.3703, 0.0331, -0.3564, -0.1663, -0.0038, 0.0234, -0.4012, 0.0190, 0.0184, -0.0758, -0.3757, -0.3782, 0.0250, -0.1359, 0.0299, 0.0357, -0.1522, 0.0319, 0.0241, 0.0314, -0.1892, -0.1895, -0.2274, 0.0231, -0.3484, -0.3815, 0.0356, -0.2712, 0.0388, 0.0171, 0.1607, -0.0888, -0.7329, 0.0289, -0.3825, -0.3781, -0.4543, -0.3572, 0.1630, 0.1218, 0.1267, -0.0898, 0.1264, 0.1297, 0.1269, 0.1236, 0.0247, 0.1406, 0.0739, 0.1193, 0.1459, 0.0825, 0.1240, 0.1088, 0.0923, 0.1253, 0.0864, 0.1262, 0.1451, 0.1286, 0.1457, 0.1271, 0.1224, 0.0843, 0.0920, 0.0978, 0.1276, 0.1299, 0.1451, 0.1283, 0.0956, 0.0922, 0.1201, 0.1564, 0.1281, 0.0889, 0.0641, 0.1292, 0.0834, 0.1229, 0.0847, 0.1181, 0.1048, 0.1003, 0.1142, 0.1272, 0.1505, 0.1149, 0.0977], "spin_multiplicity": 1, "total_energy_ha": -6962.16150, "de_lowest_ev": 10.876, "charge": 1, "gap_ha": 0.2374, "e_homo_ev": -11.492}

---

# 3
{"formula": "C7H9FO7Tl", "method": "ωB97M-V/def2-TZVPD", "species": ["Tl", "F", "O", "O", "O", "O", "O", "O", "O", "C", "C", "C", "C", "C", "C", "C", "H", "H", "H", "H", "H", "H", "H", "H", "H"], "coordinates": [[13.27, 23.91, -9.36], [18.03, 19.58, -11.55], [15.45, 20.47, -12.51], [14.05, 26.70, -10.10], [15.09, 22.87, -7.34], [14.86, 21.81, -10.71], [12.23, 26.27, -11.14], [16.17, 19.98, -10.47], [16.29, 24.30, -8.46], [16.11, 23.57, -7.41], [15.43, 20.83, -11.15], [17.06, 23.70, -6.21], [13.41, 28.21, -12.02], [15.94, 19.16, -12.52], [16.84, 19.10, -11.29], [13.26, 26.98, -11.01], [15.10, 18.47, -12.45], [13.67, 27.86, -13.02], [16.48, 19.06, -13.46], [16.96, 18.13, -10.81], [17.50, 22.75, -5.91], [16.45, 24.17, -5.44], [17.86, 24.43, -6.38], [12.58, 28.91, -12.07], [14.23, 28.81, -11.63]], "lowdin_charge": [1.3462, 0.1372, 0.0878, 0.0317, 0.2092, 0.0147, 0.2230, 0.1707, 0.3031, -0.4756, -0.4728, 0.1223, 0.0865, -0.0662, -0.3347, -0.5790, 0.1533, 0.1021, 0.1603, 0.1870, 0.1328, 0.1303, 0.1255, 0.1031, 0.1016], "spin_multiplicity": 2, "total_energy_ha": -1070.33436, "charge": 2, "gap_ha": [0.2518, 0.1271], "e_homo_ev": [-17.125, -17.059]}

---

# 4
{"formula": "C4H7NO", "method": "ωB97M-V/def2-TZVPD", "species": ["O", "N", "C", "C", "C", "C", "H", "H", "H", "H", "H", "H", "H"], "coordinates": [[-2.01, 0.33, -0.57], [0.39, 0.58, 1.13], [0.77, 0.28, -1.63], [-1.10, -0.12, 0.06], [0.39, -0.15, -0.22], [-0.83, -0.19, 1.55], [0.51, -0.59, -2.25], [-1.57, 0.29, 2.21], [1.19, 0.32, 1.72], [0.19, 1.12, -2.03], [1.84, 0.45, -1.81], [0.85, -1.12, -0.03], [-0.61, -1.21, 1.89]], "lowdin_charge": [0.1185, 0.0050, -0.0428, -0.3965, -0.2796, -0.1070, 0.0874, 0.1159, 0.0981, 0.0781, 0.0707, 0.1349, 0.1172], "spin_multiplicity": 1, "total_energy_ha": -286.54737, "de_lowest_ev": 2.293, "charge": 0, "gap_ha": 0.3828, "e_homo_ev": -9.680}